Computed, not measured: a molecular structure, C37H64BiN14O2S, with ωB97M-V with the def2-TZVPD basis set.

Structure (XYZ):
```
119
Properties=species:S:1:pos:R:3:mulliken_charge:R:1
Bi -0.557 0.175 -0.393 3.6207
C 2.214 -2.935 -1.834 -0.4391
N 1.338 -4.021 -1.447 0.6600
C 1.394 -5.201 -2.282 -1.2222
C 0.620 -3.969 -0.285 -0.5960
N 0.504 -2.855 0.346 0.3452
C -0.210 -2.800 1.597 -0.2133
C 0.521 -1.894 2.584 -2.1370
N 0.575 -0.506 2.106 1.2016
C 1.954 0.008 2.069 -1.3583
C 2.911 -0.799 1.165 0.2471
N 3.199 -0.105 -0.060 0.4989
C 4.387 0.179 -0.396 -0.6420
N 5.554 -0.259 0.264 0.3398
C 6.426 0.604 1.034 -1.0696
C 5.731 -1.671 0.547 -1.0867
N 4.558 0.885 -1.627 0.8271
C 5.666 1.817 -1.711 -1.0947
C 4.554 -0.040 -2.756 -0.9588
C -0.287 0.397 2.866 -1.9105
C -1.776 0.071 2.785 -0.6893
N -2.395 0.040 1.450 0.3861
C -3.690 -0.160 1.466 -0.8006
N -4.528 -0.070 0.391 0.7590
C -5.526 -1.099 0.166 -1.1706
C -4.445 0.925 -0.650 -1.1152
N -4.376 -0.412 2.647 0.4819
C -4.053 -1.489 3.565 -1.2493
C -5.668 0.216 2.877 -1.2558
N 0.027 -5.161 0.163 0.6759
C 0.813 -6.341 0.446 -1.1253
C -1.386 -5.365 -0.055 -0.7069
H 2.259 -2.881 -2.922 0.6129
H 3.231 -3.100 -1.458 0.2954
H 1.839 -1.992 -1.445 -0.6043
H 2.321 -5.765 -2.131 0.3544
H 1.343 -4.895 -3.329 0.3017
H 0.547 -5.849 -2.084 0.3628
H -0.347 -3.791 2.046 0.6397
H -1.203 -2.372 1.414 -0.1490
H 1.535 -2.267 2.738 0.5587
H 0.006 -1.949 3.550 0.5312
H 2.371 0.016 3.087 0.4592
H 1.910 1.041 1.718 -0.0030
H 2.415 -1.732 0.890 -0.2195
H 3.814 -1.027 1.742 0.1054
H 6.203 1.651 0.850 0.3315
H 7.473 0.410 0.780 0.3439
H 6.302 0.417 2.109 0.3096
H 5.823 -1.862 1.623 0.3720
H 6.649 -2.028 0.066 0.3555
H 4.895 -2.245 0.156 0.2630
H 5.564 2.587 -0.947 0.3105
H 5.611 2.307 -2.684 0.3175
H 6.653 1.342 -1.621 0.3222
H 5.445 -0.688 -2.768 0.2857
H 4.544 0.543 -3.678 0.4379
H 3.660 -0.661 -2.713 -0.0245
H -0.122 1.407 2.512 0.0878
H -0.021 0.357 3.935 0.4455
H -2.296 0.813 3.402 0.8483
H -1.908 -0.895 3.275 0.2205
H -6.516 -0.656 0.034 0.3248
H -5.562 -1.797 1.000 0.3613
H -5.269 -1.663 -0.735 0.3041
H -4.019 1.834 -0.232 0.3192
H -5.458 1.144 -0.993 0.4083
H -3.849 0.612 -1.504 0.1325
H -3.386 -2.207 3.091 0.3759
H -4.974 -2.016 3.825 0.3930
H -3.599 -1.123 4.489 0.2898
H -5.854 0.974 2.123 0.3449
H -5.657 0.704 3.855 0.3921
H -6.491 -0.506 2.860 0.3712
H 1.855 -6.065 0.598 0.2938
H 0.769 -7.105 -0.341 0.3493
H 0.439 -6.794 1.369 0.3347
H -1.880 -4.398 -0.164 0.0460
H -1.821 -5.894 0.798 0.3086
H -1.584 -5.958 -0.961 0.2363
C 0.485 0.495 -4.989 -2.0437
C 0.435 0.642 -3.500 0.1934
N -0.009 -0.295 -2.740 1.8993
N -0.392 -1.461 -3.316 -1.7729
C -1.251 -2.193 -2.682 -0.2132
N -1.565 -3.402 -3.208 -0.1837
S -2.099 -1.750 -1.214 -0.6489
C 0.903 1.895 -2.883 0.3381
C 1.082 3.052 -3.637 -0.9545
C 1.558 4.192 -3.011 -1.1573
C 1.867 4.139 -1.662 -1.0436
C 1.630 2.952 -0.986 -0.4523
N 1.138 1.875 -1.571 0.9774
H 0.462 -0.560 -5.244 0.4636
H 1.381 0.957 -5.400 0.4972
H -0.390 0.967 -5.443 0.3365
H -1.278 -3.598 -4.152 0.2776
H -2.374 -3.874 -2.846 0.2540
H 0.827 3.075 -4.686 0.6339
H 1.689 5.107 -3.574 0.4805
H 2.269 4.998 -1.143 0.6175
H 1.846 2.866 0.072 0.1730
C -1.045 4.656 1.653 -2.3633
C -1.188 3.578 0.600 0.5192
O -0.560 2.531 0.781 0.0513
C -1.990 3.830 -0.581 1.2359
C -2.661 5.068 -0.705 -1.4087
C -3.376 5.410 -1.821 -1.0316
C -3.437 4.505 -2.887 -0.6286
C -2.809 3.291 -2.799 -0.6789
C -2.082 2.890 -1.648 -0.0686
O -1.582 1.689 -1.703 0.2490
H -0.335 4.311 2.401 0.4277
H -2.000 4.859 2.139 0.4394
H -0.678 5.583 1.214 0.4716
H -2.605 5.772 0.112 0.4660
H -3.876 6.366 -1.883 0.4198
H -3.992 4.760 -3.782 0.4630
H -2.862 2.581 -3.615 0.5042
```

The value obtained for the maximum force is 0.9 eV/Å. As for the net charge: +1. The frontier orbital gap comes out at 7.77 eV. The calculation puts the energy at -81033.115 eV.